C19H26N4O3 | ωB97M-V with the def2-TZVPD basis set

Calculated values
Highest occupied orbital energy   -8.46 eV
E_tot   -32229.441 eV
Multiplicity   1
Kohn-Sham gap   8.85 eV
SMILES string   CC(=O)Nc1ccccc1NC(=O)C/C(C)=N/NC(=O)C1CCCCC1
Energy relative to the best compared isomer or geometry (same formula, charge and spin)   25.9 kcal/mol
Largest force on an atom   1.285 eV/Å

CARTESIAN COORDINATES (ANGSTROEM)
1 C 2.824 -0.787 3.833
2 C 2.789 -1.452 2.472
3 O 2.827 -2.652 2.315
4 N 2.676 -0.538 1.468
5 C 2.675 -0.774 0.096
6 C 3.265 -1.921 -0.438
7 C 3.271 -2.159 -1.796
8 C 2.693 -1.247 -2.664
9 C 2.102 -0.111 -2.152
10 C 2.079 0.143 -0.783
11 N 1.369 1.306 -0.390
12 C 1.583 2.211 0.581
13 O 2.455 2.153 1.432
14 C 0.548 3.333 0.574
15 C -0.642 2.803 1.331
16 C -0.735 3.183 2.778
17 N -1.416 2.034 0.676
18 N -2.517 1.482 1.219
19 C -3.253 0.507 0.598
20 O -4.249 0.084 1.140
21 C -2.692 0.009 -0.714
22 C -1.574 -0.999 -0.403
23 C -1.006 -1.584 -1.691
24 C -2.108 -2.257 -2.503
25 C -3.211 -1.254 -2.825
26 C -3.786 -0.661 -1.544
27 H 2.943 -1.545 4.602
28 H 1.896 -0.245 4.004
29 H 3.650 -0.082 3.883
30 H 2.657 0.450 1.730
31 H 3.704 -2.632 0.241
32 H 3.731 -3.057 -2.178
33 H 2.697 -1.421 -3.728
34 H 1.643 0.605 -2.821
35 H 0.607 1.525 -1.018
36 H 0.965 4.201 1.082
37 H 0.271 3.594 -0.446
38 H 0.268 3.259 3.192
39 H -1.221 4.154 2.882
40 H -1.295 2.451 3.358
41 H -2.840 1.759 2.146
42 H -2.267 0.858 -1.257
43 H -1.984 -1.804 0.210
44 H -0.780 -0.511 0.167
45 H -0.219 -2.301 -1.450
46 H -0.557 -0.788 -2.289
47 H -1.692 -2.665 -3.427
48 H -2.527 -3.086 -1.929
49 H -4.006 -1.743 -3.391
50 H -2.803 -0.453 -3.447
51 H -4.247 -1.446 -0.944
52 H -4.562 0.070 -1.782

Forces on the atoms, in the same order (eV/Å):
0.1 -0.3 0.0
-0.1 0.2 0.3
0.1 -0.3 0.0
-0.1 0.5 0.1
-0.1 -0.1 -0.3
0.1 0.0 0.0
0.0 0.1 0.0
-0.1 0.0 0.0
0.2 0.0 0.1
0.3 -0.3 -0.1
-0.2 -0.1 -0.4
-0.2 0.5 -0.1
0.3 0.1 0.2
0.2 -0.2 0.0
-0.4 0.0 0.2
-0.2 -0.2 -0.1
0.3 0.2 -0.6
0.0 0.5 1.2
0.1 0.0 -0.4
-0.1 -0.1 0.0
-0.3 -0.3 0.1
0.2 0.2 -0.2
-0.2 -0.3 0.2
0.1 0.3 -0.2
-0.1 -0.2 0.2
0.1 0.2 -0.1
0.0 0.0 0.0
-0.1 0.1 0.0
0.0 0.1 0.0
0.1 -0.2 0.0
0.0 0.0 0.0
0.1 -0.1 0.0
0.0 0.0 -0.1
0.0 0.1 0.0
0.0 0.0 0.2
0.1 -0.1 -0.1
0.0 0.0 0.0
0.0 0.0 0.1
0.0 0.1 0.1
0.0 0.0 0.1
0.1 -0.1 -0.3
0.0 -0.1 0.0
0.0 0.0 0.1
0.0 0.0 0.1
0.1 0.1 0.0
0.1 0.0 0.0
0.0 -0.1 0.0
0.0 -0.1 0.0
0.0 0.1 -0.1
0.0 0.0 -0.1
-0.1 0.0 0.0
-0.1 0.0 0.1


C4H10F30K3O2P5 | ωB97M-V with the def2-TZVPD basis set

Calculated values
Highest occupied orbital energy   -7.02 eV
E_tot   -185379.001 eV
Multiplicity   1
Kohn-Sham gap   6.36 eV
Energy relative to the best compared isomer or geometry (same formula, charge and spin)   159.8 kcal/mol
Total charge   -2
Largest force on an atom   3.236 eV/Å

CARTESIAN COORDINATES (ANGSTROEM)
1 K 2.285 7.641 -1.828
2 K -2.617 0.183 -4.872
3 K 7.313 -0.401 -2.194
4 P -0.725 6.452 -7.671
5 F -1.392 6.610 -6.215
6 F -1.872 5.549 -8.470
7 F -1.451 7.841 -8.329
8 F 0.146 6.323 -9.018
9 F 0.569 7.235 -7.079
10 F -0.020 5.051 -7.047
11 P 3.212 -1.784 -7.556
12 F 3.100 -3.006 -8.713
13 F 3.557 -0.574 -8.604
14 F 1.588 -1.512 -7.889
15 F 3.295 -0.720 -6.305
16 F 2.756 -2.928 -6.459
17 F 4.839 -2.060 -7.357
18 P -7.931 2.998 -2.707
19 F -8.772 1.894 -3.531
20 F -6.900 1.744 -2.285
21 F -7.083 3.233 -4.076
22 F -6.829 3.939 -1.874
23 F -8.894 4.302 -2.840
24 F -8.796 2.688 -1.377
25 P -0.688 5.474 8.676
26 F -1.411 6.747 9.481
27 F 0.762 6.302 8.810
28 F -0.523 4.740 10.190
29 F 0.171 4.279 7.974
30 F -2.148 4.779 8.370
31 F -0.830 6.328 7.304
32 P 0.644 1.631 0.215
33 F 0.381 0.175 -0.383
34 F 2.283 1.545 -0.107
35 F 0.574 2.317 -1.228
36 F 0.842 3.173 0.829
37 F -0.968 1.664 0.442
38 F 0.927 1.282 1.805
39 C 0.027 -6.404 3.099
40 O 0.923 -6.673 4.157
41 C 2.077 -5.941 4.137
42 C 2.962 -6.290 5.364
43 O 3.628 -7.611 5.373
44 C 2.853 -8.770 5.488
45 H -0.755 -7.065 3.473
46 H 0.452 -6.577 2.110
47 H -0.395 -5.403 3.007
48 H 1.814 -4.884 4.092
49 H 2.625 -6.150 3.218
50 H 2.426 -6.147 6.302
51 H 3.827 -5.626 5.378
52 H 2.080 -9.039 4.768
53 H 2.482 -8.969 6.493
54 H 3.580 -9.582 5.461

Forces on the atoms, in the same order (eV/Å):
-0.3 -0.3 -0.1
0.0 0.3 0.1
-0.4 0.0 -0.1
1.1 -0.9 -1.4
-1.3 0.3 -0.9
0.3 0.7 1.9
0.8 -1.4 1.6
0.2 -0.2 -0.5
-0.1 1.1 0.4
-0.8 0.4 -0.9
-1.2 -0.7 -0.6
1.0 1.6 0.7
0.0 -1.2 0.4
1.3 0.3 0.9
-0.4 -0.3 -0.7
0.7 0.6 -0.3
-1.2 -0.3 -0.2
2.2 -0.6 2.1
-1.0 0.8 -0.1
-0.3 0.1 -0.4
-0.4 0.7 0.3
-1.1 -0.1 -0.6
0.4 -0.7 -1.6
0.2 -0.4 0.2
0.7 1.8 0.8
0.1 -1.1 -0.4
-0.4 -0.8 1.0
-0.1 0.5 -1.9
-1.1 0.2 0.3
1.4 0.1 0.7
-0.5 -0.7 -0.4
0.6 2.5 2.0
1.1 -0.7 0.3
-0.4 -0.7 0.7
-1.0 0.0 -1.0
-0.3 0.1 -1.0
0.7 0.7 0.1
-0.3 -1.9 -1.4
-0.5 -0.6 0.8
-0.7 -0.3 0.2
1.4 0.0 0.4
0.5 -0.8 -0.4
-1.1 1.6 -0.8
0.7 -1.5 0.8
-0.5 -0.1 -1.4
0.0 -0.7 0.0
0.3 0.5 0.7
0.3 0.4 0.4
0.4 -0.1 -0.2
-0.3 -0.1 0.0
-0.1 0.2 -0.1
0.0 0.8 -0.3
-0.6 0.8 0.3
0.3 -0.1 -0.5


BH22O9 | ωB97M-V with the def2-TZVPD basis set

Calculated values
Highest occupied orbital energy (alpha / beta)   -11.53 / -11.22 eV
E_tot   -19453.375 eV
Multiplicity   2
Kohn-Sham gap (alpha / beta)   11.40 / 3.77 eV
Largest force on an atom   4.836 eV/Å

CARTESIAN COORDINATES (ANGSTROEM)
1 B 0.338 -0.074 -0.107
2 H 0.717 0.043 -1.110
3 H 0.410 -1.115 0.167
4 H 0.927 0.528 0.567
5 H -0.698 0.222 -0.051
6 O 0.204 2.059 -2.731
7 H 0.541 1.385 -2.141
8 H 0.923 2.228 -3.339
9 O 1.203 -2.765 3.074
10 H 1.369 -3.674 2.824
11 H 1.219 -2.282 2.247
12 O -2.083 -1.698 0.588
13 H -1.883 -2.634 0.578
14 H -1.277 -1.276 0.289
15 O 0.195 0.159 3.294
16 H 1.138 0.241 3.434
17 H 0.104 0.003 2.354
18 O 2.862 -0.884 -0.931
19 H 2.003 -0.471 -0.847
20 H 3.333 -0.622 -0.139
21 O 1.142 2.752 0.052
22 H 1.193 1.807 0.198
23 H 0.746 2.840 -0.815
24 O -2.846 1.496 1.483
25 H -3.294 1.299 0.660
26 H -1.918 1.519 1.252
27 O -0.210 -2.315 -2.097
28 H 0.607 -2.688 -2.428
29 H 0.051 -1.493 -1.683
30 O -2.600 2.093 -1.541
31 H -2.738 1.172 -1.319
32 H -1.676 2.146 -1.783

Forces on the atoms, in the same order (eV/Å):
1.0 1.9 -0.3
0.8 0.6 -3.6
-0.2 -4.5 1.6
2.1 1.1 2.6
-4.5 0.7 0.1
-0.3 0.2 0.2
0.1 -0.5 0.0
0.1 0.2 -0.3
0.0 0.0 0.2
0.1 -0.3 0.0
0.0 0.2 -0.2
-0.7 0.1 0.3
-0.1 -0.6 -0.1
0.3 0.2 -0.2
-0.3 0.1 0.1
0.3 0.0 0.1
-0.1 0.0 -0.2
0.7 -0.6 -0.2
0.1 0.2 -0.1
0.3 0.0 0.2
0.0 0.8 0.3
0.2 -0.1 0.1
-0.1 0.3 -0.5
-0.1 -0.3 0.5
-0.3 0.1 -0.3
0.5 0.3 0.0
-0.5 -0.3 0.1
0.3 -0.2 -0.1
0.1 0.3 -0.1
-0.4 0.1 0.4
0.0 -0.4 -0.3
0.4 0.1 -0.4


C30H68Cl2N5O10P | ωB97M-V with the def2-TZVPD basis set

Calculated values
Highest occupied orbital energy   -8.19 eV
E_tot   -94468.228 eV
Multiplicity   1
Kohn-Sham gap   8.21 eV
Largest force on an atom   1.000 eV/Å

CARTESIAN COORDINATES (ANGSTROEM)
1 C -0.709 -3.331 1.993
2 C -0.518 -2.930 3.455
3 C 0.897 -2.394 3.746
4 C 0.916 -1.163 4.635
5 O 1.529 -0.050 3.913
6 C 0.949 1.110 4.126
7 N 0.491 1.813 3.151
8 O 0.636 1.343 1.865
9 C 2.035 1.571 1.455
10 C 2.201 1.962 0.011
11 C -0.209 3.087 3.578
12 C 0.158 4.211 2.598
13 Cl -0.632 3.926 0.993
14 C -0.110 5.643 3.116
15 C -0.477 6.663 2.056
16 Cl -1.375 5.701 4.375
17 P -2.085 2.554 3.809
18 O -1.998 1.151 2.964
19 O -2.913 3.524 2.817
20 C 0.382 3.207 4.995
21 C 1.609 4.144 5.134
22 O 2.399 4.068 4.160
23 O 1.678 4.747 6.201
24 C 0.793 1.797 5.426
25 H -1.623 -3.902 1.891
26 H 0.129 -3.931 1.658
27 H -0.769 -2.428 1.395
28 H -1.254 -2.165 3.688
29 H -0.723 -3.775 4.103
30 H 1.449 -3.181 4.250
31 H 1.414 -2.189 2.815
32 H -0.100 -0.899 4.909
33 H 1.468 -1.324 5.554
34 H 2.455 2.313 2.124
35 H 2.546 0.628 1.614
36 H 3.224 1.693 -0.236
37 H 1.556 1.404 -0.655
38 H 2.110 3.029 -0.143
39 H 1.226 4.153 2.440
40 H 0.823 5.965 3.559
41 H -0.461 7.638 2.529
42 H 0.251 6.666 1.253
43 H -1.477 6.504 1.675
44 H -1.709 1.241 2.044
45 H -2.847 3.282 1.889
46 H -0.367 3.542 5.697
47 H 0.049 1.299 6.038
48 H 1.774 1.748 5.891
49 C 5.814 -3.151 -1.182
50 C 5.795 -1.662 -0.848
51 C 4.773 -1.294 0.233
52 O 3.404 -1.268 -0.130
53 C 2.775 -2.534 -0.181
54 N 5.666 -0.912 -2.098
55 H 4.987 -3.425 -1.837
56 H 6.735 -3.403 -1.704
57 H 5.757 -3.763 -0.279
58 H 6.771 -1.407 -0.424
59 H 4.994 -0.280 0.579
60 H 4.898 -1.960 1.098
61 H 3.187 -3.215 0.571
62 H 2.862 -2.991 -1.170
63 H 1.717 -2.380 0.027
64 H 5.783 0.079 -1.906
65 H 4.705 -0.996 -2.426
66 C -4.585 3.212 -3.110
67 C -3.487 3.433 -2.073
68 C -3.976 4.166 -0.821
69 O -4.175 5.552 -0.971
70 C -5.401 5.940 -1.560
71 N -2.346 4.098 -2.708
72 H -4.793 4.120 -3.674
73 H -4.282 2.451 -3.826
74 H -5.512 2.879 -2.640
75 H -3.146 2.448 -1.737
76 H -3.204 4.074 -0.053
77 H -4.887 3.690 -0.427
78 H -6.213 5.266 -1.270
79 H -5.336 5.977 -2.650
80 H -5.632 6.941 -1.200
81 H -1.570 4.140 -2.053
82 H -2.598 5.069 -2.865
83 C -4.827 -7.683 -1.489
84 C -4.198 -6.296 -1.413
85 C -2.815 -6.273 -0.748
86 O -2.826 -6.393 0.660
87 C -2.949 -7.712 1.160
88 N -5.144 -5.381 -0.770
89 H -5.243 -7.991 -0.531
90 H -5.645 -7.682 -2.208
91 H -4.100 -8.434 -1.805
92 H -4.050 -5.947 -2.439
93 H -2.361 -5.299 -0.948
94 H -2.156 -7.034 -1.187
95 H -2.437 -8.431 0.514
96 H -3.994 -8.009 1.273
97 H -2.483 -7.731 2.144
98 H -4.792 -4.430 -0.828
99 H -5.156 -5.589 0.224
100 C 1.913 1.005 -6.516
101 C 1.294 0.035 -5.513
102 C 2.178 -0.243 -4.289
103 O 3.274 -1.104 -4.535
104 C 4.402 -0.476 -5.124
105 N 0.906 -1.192 -6.215
106 H 2.672 0.518 -7.127
107 H 1.151 1.382 -7.195
108 H 2.366 1.861 -6.014
109 H 0.379 0.496 -5.131
110 H 1.570 -0.754 -3.536
111 H 2.529 0.697 -3.841
112 H 4.522 0.545 -4.749
113 H 4.333 -0.457 -6.213
114 H 5.282 -1.052 -4.846
115 H 0.382 -1.793 -5.586
116 H 1.752 -1.715 -6.421

Forces on the atoms, in the same order (eV/Å):
0.0 0.1 0.6
0.2 0.2 -0.3
-0.3 -0.3 0.2
0.1 -0.2 0.2
-0.4 0.1 -0.3
0.0 -0.2 0.2
0.5 0.0 -0.2
-0.1 0.7 0.2
0.3 -0.4 -0.1
0.1 0.1 0.2
0.1 -0.8 -0.6
-0.5 0.3 0.4
0.0 -0.1 -0.3
0.0 -0.1 -0.6
0.1 0.1 0.3
-0.1 0.1 0.3
0.4 0.3 0.0
-0.4 -0.2 -0.1
-0.4 -0.2 0.3
-0.5 0.5 0.7
0.1 -0.5 0.0
0.4 0.1 -0.2
0.2 0.2 0.0
0.2 -0.3 -0.8
-0.2 -0.1 -0.3
0.1 -0.2 -0.2
0.0 0.1 -0.3
-0.2 0.1 0.1
-0.1 -0.2 0.2
0.3 -0.1 0.0
0.1 0.2 -0.1
-0.2 0.2 0.0
0.3 0.1 0.1
0.1 0.2 0.1
0.0 -0.2 0.2
0.2 -0.1 -0.2
-0.2 -0.1 -0.1
-0.3 0.2 -0.1
0.2 0.0 -0.2
0.1 -0.1 0.5
0.0 0.2 0.0
0.1 -0.1 -0.2
-0.1 -0.1 -0.2
0.1 -0.1 0.0
0.1 0.2 -0.2
-0.3 0.3 0.0
-0.1 -0.2 0.2
0.0 0.2 0.4
0.1 -0.1 0.1
-0.1 -0.3 -0.3
0.1 0.2 0.3
0.1 -0.1 -0.2
-0.1 0.1 -0.1
-0.3 0.3 0.3
-0.1 0.0 0.0
0.0 0.0 0.0
0.0 0.0 0.0
0.0 0.0 0.1
0.0 0.0 0.0
0.1 0.0 0.0
0.0 0.0 0.0
0.1 -0.1 0.0
-0.1 0.0 0.0
0.1 0.0 -0.1
0.0 -0.1 -0.1
0.0 -0.1 0.0
-0.1 0.1 -0.2
0.0 -0.1 0.2
0.0 0.1 -0.1
0.1 0.1 0.1
0.0 0.0 0.2
0.0 0.1 0.0
0.1 0.0 -0.1
0.0 0.0 0.0
0.0 0.0 0.0
0.0 0.1 0.0
0.0 0.0 -0.1
0.0 0.0 0.0
0.0 -0.1 0.0
0.0 0.0 0.0
0.0 -0.1 0.0
0.0 0.0 -0.1
0.0 0.0 -0.1
-0.1 -0.1 0.1
0.1 0.1 -0.1
0.0 -0.1 0.1
0.0 0.1 0.1
0.2 0.1 0.0
0.0 0.0 0.0
0.0 0.0 0.0
0.0 0.0 0.0
0.1 0.0 0.0
0.0 0.0 0.0
-0.1 -0.1 0.0
0.0 0.0 0.0
0.0 -0.1 -0.1
0.0 0.0 0.0
-0.1 0.0 -0.1
-0.1 0.0 0.0
-0.1 0.1 0.0
0.1 0.0 -0.1
-0.2 0.0 0.1
0.1 0.1 0.1
0.1 -0.2 0.0
0.0 0.0 0.2
0.0 0.0 0.0
-0.1 0.0 0.0
0.0 0.0 0.0
0.0 0.0 0.1
0.0 0.0 0.0
0.0 0.0 -0.1
0.0 0.0 0.0
0.0 0.1 0.0
0.0 0.0 0.1
-0.1 0.0 0.0
0.0 0.0 -0.1


C5H14N2 | ωB97M-V with the def2-TZVPD basis set

Calculated values
Highest occupied orbital energy   -8.51 eV
E_tot   -8392.052 eV
Multiplicity   1
Kohn-Sham gap   9.68 eV
SMILES string   CC(C)NCCN
Energy relative to the best compared isomer or geometry (same formula, charge and spin)   13.1 kcal/mol
Largest force on an atom   1.403 eV/Å

CARTESIAN COORDINATES (ANGSTROEM)
1 C 1.962 0.825 -0.382
2 C 0.604 1.322 0.085
3 C 0.066 2.435 -0.821
4 N -0.418 0.284 0.105
5 C -0.129 -0.863 0.948
6 C -1.283 -1.836 0.897
7 N -1.351 -2.419 -0.473
8 H 1.887 0.493 -1.411
9 H 2.320 0.057 0.305
10 H 2.683 1.644 -0.357
11 H 0.637 1.725 1.092
12 H -0.042 2.037 -1.831
13 H 0.692 3.317 -0.766
14 H -0.939 2.638 -0.476
15 H -0.571 -0.045 -0.842
16 H 0.062 -0.532 1.965
17 H 0.762 -1.399 0.589
18 H -1.282 -2.607 1.659
19 H -2.209 -1.275 0.979
20 H -1.141 -3.409 -0.456
21 H -2.311 -2.392 -0.809

Forces on the atoms, in the same order (eV/Å):
0.1 0.6 0.7
-0.6 0.2 -0.6
-0.1 -0.8 0.5
-0.2 -0.1 0.2
0.3 -0.3 -0.3
-0.7 0.1 -1.2
-0.3 -0.3 0.1
0.1 -0.4 -0.1
0.1 -0.1 -0.4
0.1 0.0 0.0
0.3 0.0 0.3
0.3 0.3 -0.2
0.1 0.2 -0.3
-0.2 0.4 0.1
0.0 -0.1 0.0
0.0 0.1 0.2
0.1 -0.1 0.2
0.3 -0.1 0.3
-0.1 0.2 0.5
0.3 0.0 0.0
0.2 0.2 0.0